The following is a quantum chemistry calculation of 9 unconnected molecules or ions with the total composition C34H40Br10N4O8 in a non-equilibrium geometry, from the Open Molecules 2025 dataset.

Values from the calculation:
Energy above the lowest of the compared OMol25 structures with the same formula, charge and spin (kJ/mol): 0.0
SMILES string: O=[N+]([O-])c1ccccc1.O=[N+]([O-])c1ccccc1.O=[N+]([O-])c1ccccc1.O=[N+]([O-])c1ccccc1.BrCCBr.BrCCBr.BrCCBr.BrCCBr.BrCCBr
HOMO energy (eV): -9.678

```
! wB97M-V def2-TZVPD RIJCOSX def2/J DEFGRID3
* xyz 0 1
O -4.59 0.23 0.70
N -3.64 -0.20 0.09
O -2.47 0.11 0.30
C -3.88 -1.16 -0.99
C -2.81 -1.81 -1.58
C -3.04 -2.77 -2.55
C -4.34 -2.98 -3.01
C -5.40 -2.30 -2.42
C -5.18 -1.39 -1.39
H -1.81 -1.55 -1.26
H -2.22 -3.26 -3.04
H -4.49 -3.72 -3.78
H -6.42 -2.45 -2.77
H -6.00 -0.92 -0.87
O 0.92 1.12 -3.74
N 0.45 1.25 -4.85
O 1.10 1.47 -5.85
C -1.01 1.19 -5.00
C -1.79 1.09 -3.87
C -3.17 0.95 -4.01
C -3.71 0.88 -5.28
C -2.90 0.98 -6.41
C -1.54 1.15 -6.27
H -1.33 1.05 -2.89
H -3.79 0.83 -3.13
H -4.76 0.63 -5.40
H -3.30 0.89 -7.41
H -0.89 1.27 -7.13
O -1.80 -1.31 3.88
N -1.46 -2.02 2.96
O -0.36 -1.97 2.43
C -2.45 -2.96 2.44
C -3.75 -2.84 2.91
C -4.69 -3.75 2.46
C -4.32 -4.74 1.56
C -3.02 -4.85 1.11
C -2.07 -3.94 1.54
H -3.93 -2.10 3.67
H -5.71 -3.67 2.81
H -5.05 -5.48 1.26
H -2.72 -5.71 0.53
H -1.04 -3.96 1.22
O -2.25 6.21 5.23
N -2.39 5.47 4.27
O -3.16 5.67 3.35
C -1.59 4.25 4.24
C -0.86 3.89 5.36
C -0.14 2.72 5.33
C -0.21 1.88 4.21
C -0.95 2.24 3.10
C -1.61 3.47 3.10
H -0.86 4.55 6.22
H 0.46 2.36 6.16
H 0.32 0.94 4.22
H -0.99 1.62 2.23
H -2.13 3.83 2.22
Br 0.85 2.12 -0.53
C 0.79 0.19 -0.30
C 2.09 -0.42 -0.73
Br 1.90 -2.35 -0.54
H -0.02 -0.13 -0.95
H 0.44 -0.06 0.69
H 2.92 -0.09 -0.12
H 2.34 -0.20 -1.77
Br 7.37 -3.54 -3.25
C 7.29 -2.44 -1.66
C 5.92 -2.58 -1.03
Br 5.65 -1.12 0.24
H 7.49 -1.40 -1.92
H 8.10 -2.74 -0.99
H 5.75 -3.52 -0.53
H 5.17 -2.40 -1.79
Br 4.12 3.56 1.44
C 2.69 4.53 2.34
C 1.92 5.34 1.32
Br 0.57 6.37 2.25
H 3.18 5.17 3.07
H 2.01 3.81 2.78
H 1.45 4.69 0.58
H 2.53 6.01 0.72
Br 3.83 4.65 -1.95
C 3.89 2.95 -2.90
C 4.72 2.00 -2.12
Br 4.97 0.35 -3.13
H 4.28 3.11 -3.91
H 2.86 2.63 -3.04
H 4.27 1.73 -1.17
H 5.72 2.39 -1.97
Br 1.42 -4.87 2.09
C 2.26 -3.34 2.95
C 3.72 -3.58 3.18
Br 4.05 -5.03 4.44
H 1.71 -3.09 3.85
H 2.13 -2.53 2.24
H 4.19 -2.70 3.62
H 4.23 -3.85 2.27
*
```

=====

The following is a quantum chemistry calculation of a molecular structure, C30H66N2O16S6 in a non-equilibrium geometry, from the Open Molecules 2025 dataset.

Values from the calculation:
Energy above the lowest of the compared OMol25 structures with the same formula, charge and spin (kJ/mol): 90.4
HOMO energy (eV): -9.388

```
! wB97M-V def2-TZVPD RIJCOSX def2/J DEFGRID3
* xyz 0 1
C -1.49 2.30 -1.04
C -0.90 1.18 -0.19
O -1.41 0.04 0.02
N 0.38 1.55 0.56
H 1.14 1.76 -0.24
H 0.19 2.48 0.99
C 1.04 0.52 1.50
H -0.85 2.63 -1.83
H -1.77 3.15 -0.68
H -2.21 1.92 -1.65
H 1.80 1.03 2.22
H 1.55 -0.18 0.81
H 0.38 -0.23 2.04
C 4.53 3.17 0.78
C 3.58 4.27 1.05
O 3.77 5.10 1.91
N 2.31 4.29 0.21
H 2.09 3.62 -0.51
H 1.41 4.10 0.98
C 2.12 5.61 -0.42
H 5.45 3.59 1.19
H 4.54 2.86 -0.24
H 4.37 2.32 1.51
H 1.09 5.56 -0.82
H 2.85 5.67 -1.18
H 2.36 6.41 0.44
O 0.35 3.81 1.88
H -0.57 4.13 1.76
O 1.76 2.43 -1.43
H 1.81 1.99 -2.21
C 1.63 -2.15 -2.75
C 1.24 -0.63 -2.94
C 1.11 -0.62 -4.34
S 2.54 -1.53 -4.98
O 3.55 -0.72 -5.42
O 2.11 -2.63 -5.88
C 2.89 -2.25 -3.58
H 0.86 -2.81 -3.10
H 1.69 -2.21 -1.41
H 1.87 -0.11 -2.54
H 0.28 -0.23 -2.50
H 1.48 0.24 -4.93
H 0.26 -0.82 -4.79
H 3.61 -1.68 -3.11
H 3.56 -3.17 -3.53
C -1.56 -1.35 7.29
C -2.69 -2.06 7.04
C -2.83 -2.18 5.55
S -1.16 -2.16 4.90
O -0.91 -1.03 4.17
O -0.84 -3.42 4.40
C -0.31 -1.99 6.45
H -1.28 -1.22 8.27
H -1.68 -0.30 6.95
H -3.62 -1.41 7.49
H -2.66 -3.01 7.49
H -3.67 -1.35 5.27
H -3.28 -3.33 5.53
H 0.54 -1.46 6.26
H -0.02 -3.03 6.98
C 0.07 3.74 -4.41
C -0.05 5.12 -5.16
C -1.29 5.66 -4.84
S -2.42 4.32 -4.63
O -3.40 4.31 -5.65
O -2.88 4.23 -3.24
C -1.17 3.06 -4.66
H 0.18 4.08 -3.30
H 1.03 3.19 -4.69
H -0.19 4.84 -6.14
H 0.77 5.96 -5.04
H -1.63 6.19 -5.57
H -1.11 6.30 -3.92
H -1.42 2.79 -5.70
H -1.63 2.28 -4.03
C -0.95 -6.19 -0.25
C -0.44 -6.32 1.17
C 0.29 -5.09 1.58
S -0.46 -3.72 0.73
O 0.56 -2.77 0.45
O -1.76 -3.41 1.39
C -0.96 -4.72 -0.61
H -1.98 -6.78 -0.47
H -0.35 -6.63 -1.07
H 0.23 -7.05 1.27
H -1.12 -6.55 2.02
H 1.28 -5.20 1.47
H 0.13 -5.12 2.58
H -0.12 -4.82 -1.22
H -1.94 -4.59 -0.99
C -5.38 2.21 -2.28
C -4.99 1.40 -1.04
C -5.06 0.08 -1.35
S -4.53 -0.10 -3.00
O -5.32 -1.01 -3.65
O -3.05 -0.19 -3.07
C -4.79 1.51 -3.49
H -5.01 3.19 -2.07
H -6.46 2.04 -2.21
H -5.42 1.75 -0.35
H -3.84 1.70 -0.88
H -5.91 -0.37 -1.16
H -4.41 -0.56 -0.72
H -5.43 1.59 -4.32
H -3.93 2.09 -3.72
C 3.86 -1.39 3.07
C 2.38 -1.82 3.25
C 2.42 -2.97 4.08
S 3.88 -3.92 3.53
O 3.45 -4.96 2.61
O 4.63 -4.21 4.71
C 4.69 -2.62 2.67
H 4.21 -1.26 4.17
H 4.14 -0.57 2.51
H 1.95 -2.18 2.40
H 1.69 -1.36 3.79
H 1.52 -3.38 4.02
H 2.67 -2.81 5.16
H 4.65 -2.81 1.54
H 5.77 -2.59 3.04
*
```

=====

The following is a quantum chemistry calculation of a single C6H8S molecule in a non-equilibrium geometry, from the Open Molecules 2025 dataset.

Values from the calculation:
Energy above the lowest of the compared OMol25 structures with the same formula, charge and spin (kJ/mol): 309.8
SMILES string: C=C1C[C@@H]2C[C@H]2S1
HOMO energy (eV): -8.289

```
! wB97M-V def2-TZVPD RIJCOSX def2/J DEFGRID3
* xyz 0 1
C 2.56 0.38 0.08
C 1.24 0.24 0.00
C 0.23 1.46 0.05
C -1.07 0.79 -0.34
C -2.42 0.27 -0.04
C -1.18 -0.51 0.45
S 0.33 -1.33 -0.13
H 3.02 1.40 0.07
H 3.26 -0.48 0.14
H 0.04 1.85 1.04
H 0.60 2.22 -0.62
H -0.93 0.44 -1.31
H -3.06 0.62 0.83
H -2.98 -0.02 -0.90
H -1.24 -0.55 1.52
*
```

=====

The following is a quantum chemistry calculation of a single C5H7NO2S2 molecule in a non-equilibrium geometry, from the Open Molecules 2025 dataset.

Values from the calculation:
Energy above the lowest of the compared OMol25 structures with the same formula, charge and spin (kJ/mol): 387.7
SMILES string: OSCC1=C[C@H]2NO[C@@H]1S2
HOMO energy (eV): -8.690

```
! wB97M-V def2-TZVPD RIJCOSX def2/J DEFGRID3
* xyz 0 1
O -1.54 1.89 -1.15
S 0.03 2.41 -1.54
C 0.82 0.77 -1.65
C 0.40 -0.17 -0.53
C 1.28 -0.41 0.43
C 0.49 -1.23 1.41
N -0.61 -0.59 2.06
O -1.43 -0.03 0.87
C -0.97 -0.72 -0.20
S -0.59 -2.38 0.47
H -1.58 1.52 -0.19
H 1.83 0.93 -1.50
H 0.64 0.43 -2.72
H 2.25 0.00 0.57
H 1.03 -1.93 2.02
H -0.30 0.23 2.62
H -1.75 -0.70 -0.99
*
```

=====

> Among the records above, which one has the highest HOMO energy?

C6H8S